{"formula": "C6H10O", "method": "wB97M-V/def2-TZVPD", "max_force_ev_per_a": 1.2, "molar_mass_g_mol": 98.145, "total_charge": 0, "relative_energy_kj_mol": 500.3, "e_homo_ev": [-8.36, -8.37], "elements": ["C", "C", "O", "C", "C", "C", "C", "H", "H", "H", "H", "H", "H", "H", "H", "H", "H"], "coordinates": [[0.9003, 0.1761, -1.3301], [0.5290, 1.3395, -0.3927], [-0.8604, 1.4271, -0.1849], [-1.4137, 0.2540, 0.3528], [-0.8520, -0.1923, 1.6645], [0.2099, -0.9709, 1.6002], [0.4166, -1.1691, -0.8165], [1.9913, 0.1477, -1.4197], [0.4925, 0.4097, -2.3265], [1.0536, 1.1736, 0.5570], [0.8271, 2.3045, -0.8128], [-2.4968, 0.3464, 0.2977], [-1.0218, -0.6081, -0.2438], [-1.3603, 0.1279, 2.5749], [0.7771, -1.2518, 2.5123], [-0.3266, -1.6143, -1.5086], [1.1340, -1.9001, -0.5239]], "forces_ev_per_a": [[0.1, -0.1, 0.2], [0.2, 0.0, 0.0], [0.0, 0.3, 0.1], [-0.3, -0.2, -0.2], [0.0, -0.1, -0.2], [-0.4, 0.2, -0.5], [0.7, -0.2, 0.3], [-0.1, 0.1, 0.1], [0.0, -0.3, 0.3], [0.0, 0.1, -0.1], [0.0, -0.2, 0.0], [0.0, 0.1, 0.1], [-1.1, 0.5, 0.1], [0.3, 0.0, 0.0], [0.0, -0.2, -0.9], [0.1, 0.1, 1.0], [0.6, -0.2, -0.2]]}